Computed, not measured: 9 unconnected molecules or ions with the total composition C36H45F24NO19S at a distorted geometry, with ωB97M-V with the def2-TZVPD basis set.

```
! RIJCOSX wB97M-V def2-TZVPD def2/J DEFGRID3
* xyz 0 1
C -0.931 -1.889 -5.452
C -1.450 -3.251 -5.948
S -1.670 -3.247 -7.791
O -2.602 -3.750 -5.255
C -3.631 -2.891 -5.217
O -4.017 -2.478 -4.213
O -4.311 -2.526 -6.396
C -4.310 -1.211 -6.488
N -4.004 -0.154 -6.658
H -0.618 -1.913 -4.394
H -0.003 -1.691 -6.017
H -1.597 -1.039 -5.672
H -0.650 -3.980 -5.758
H -0.575 -2.538 -8.186
C -2.273 2.863 -2.276
C -0.955 3.523 -2.626
O 0.117 2.555 -2.647
C 0.246 1.841 -3.756
O -0.443 1.928 -4.729
C 1.455 0.910 -3.632
F 1.492 0.282 -2.439
F 2.611 1.582 -3.752
F 1.465 -0.041 -4.574
H -2.189 2.317 -1.336
H -3.056 3.608 -2.185
H -2.569 2.142 -3.040
H -0.697 4.249 -1.864
H -1.011 4.049 -3.570
C -4.633 -3.502 -1.804
C -4.784 -4.808 -1.050
O -3.858 -4.879 0.052
C -4.224 -4.256 1.163
O -5.246 -3.651 1.313
C -3.168 -4.460 2.253
F -1.923 -4.283 1.785
F -3.230 -5.703 2.757
F -3.333 -3.609 3.269
H -3.603 -3.363 -2.122
H -5.277 -3.491 -2.678
H -4.893 -2.651 -1.173
H -4.543 -5.643 -1.706
H -5.807 -4.956 -0.700
C 4.381 -0.743 -1.956
C 4.182 -2.221 -1.699
O 5.452 -2.901 -1.625
C 6.065 -2.811 -0.452
O 5.635 -2.221 0.497
C 7.374 -3.603 -0.470
F 8.084 -3.384 -1.584
F 7.140 -4.926 -0.403
F 8.165 -3.291 0.562
H 4.986 -0.587 -2.851
H 3.425 -0.243 -2.085
H 4.907 -0.268 -1.127
H 3.636 -2.673 -2.525
H 3.601 -2.397 -0.793
C -7.368 -0.098 2.384
C -5.916 0.205 2.084
O -5.790 0.965 0.866
C -5.990 2.275 0.973
O -6.263 2.854 1.982
C -5.771 2.951 -0.383
F -6.365 2.285 -1.386
F -4.460 3.025 -0.683
F -6.253 4.196 -0.408
H -7.838 -0.597 1.535
H -7.451 -0.740 3.261
H -7.931 0.817 2.572
H -5.373 -0.722 1.924
H -5.434 0.727 2.912
C -4.719 9.044 -1.770
C -3.406 9.702 -2.141
O -2.330 8.749 -2.116
C -2.198 7.987 -3.199
O -2.895 8.033 -4.167
C -0.986 7.064 -3.042
F -0.942 6.496 -1.828
F 0.165 7.735 -3.198
F -0.993 6.075 -3.950
H -4.635 8.539 -0.807
H -5.516 9.786 -1.712
H -5.003 8.290 -2.505
H -3.155 10.467 -1.408
H -3.462 10.192 -3.114
C 5.416 -1.254 2.955
C 5.759 -1.284 4.429
O 5.830 0.056 4.955
C 4.663 0.608 5.270
O 3.596 0.082 5.150
C 4.874 2.009 5.848
F 5.757 2.725 5.136
F 5.340 1.959 7.107
F 3.731 2.703 5.871
H 6.122 -0.628 2.410
H 5.433 -2.249 2.538
H 4.422 -0.830 2.799
H 6.742 -1.728 4.576
H 5.046 -1.883 4.997
C 6.310 -6.593 1.698
C 6.064 -6.569 3.192
O 4.856 -7.273 3.527
C 4.956 -8.598 3.615
O 5.955 -9.228 3.436
C 3.609 -9.199 4.027
F 2.589 -8.664 3.338
F 3.363 -8.984 5.331
F 3.571 -10.518 3.828
H 5.444 -6.205 1.160
H 7.179 -5.995 1.447
H 6.478 -7.611 1.344
H 5.923 -5.542 3.527
H 6.911 -6.977 3.745
C 1.424 4.765 5.161
C 0.286 3.821 4.834
O -0.656 4.435 3.935
C -0.333 4.409 2.644
O 0.662 3.928 2.190
C -1.449 5.047 1.811
F -1.887 6.195 2.351
F -2.508 4.225 1.712
F -1.045 5.325 0.568
H 1.041 5.710 5.550
H 2.086 4.321 5.902
H 2.009 4.999 4.271
H -0.268 3.583 5.741
H 0.650 2.880 4.422
*
```

Values from the calculation:
electronic energy = -154509.4622 eV
frontier orbital gap = 9.9 eV
M = 1283.76 g/mol
LUMO level = 0.001 Eh



Computed, not measured: 11 unconnected molecules or ions with the total composition C36H71F9N8O14 at a distorted geometry, with ωB97M-V with the def2-TZVPD basis set.

```
! RIJCOSX wB97M-V def2-TZVPD def2/J DEFGRID3
* xyz 0 1
C -16.793 5.241 11.913
O -16.999 4.692 13.026
N -15.563 5.332 11.368
C -15.491 5.618 9.941
C -14.525 4.544 11.971
H -17.662 5.738 11.400
H -16.437 6.051 9.568
H -15.363 4.663 9.407
H -14.687 6.318 9.707
H -13.594 5.056 11.609
H -14.663 4.741 13.049
H -14.465 3.452 11.699
C -11.002 6.159 11.316
O -12.140 6.427 10.869
N -10.658 6.111 12.610
C -9.307 6.312 13.125
C -11.801 6.121 13.514
H -10.176 6.169 10.687
H -9.159 7.196 13.776
H -8.617 6.396 12.243
H -9.045 5.406 13.681
H -12.405 6.991 13.273
H -12.471 5.230 13.497
H -11.449 6.259 14.546
C -21.358 8.491 20.704
O -22.126 8.137 19.826
N -20.264 9.193 20.565
C -19.557 9.695 21.725
C -19.779 9.554 19.288
H -21.578 8.295 21.786
H -19.671 10.786 22.001
H -18.469 9.586 21.599
H -19.800 9.196 22.630
H -18.940 10.265 19.408
H -19.291 8.781 18.763
H -20.528 9.912 18.514
C -15.307 10.740 21.376
O -15.749 11.263 22.403
N -14.025 10.781 21.047
C -13.642 10.135 19.837
C -12.992 11.417 21.908
H -15.837 10.196 20.550
H -13.360 10.754 18.979
H -14.498 9.638 19.494
H -12.850 9.391 20.018
H -12.416 12.068 21.157
H -13.474 11.971 22.756
H -12.339 10.683 22.370
C -23.236 5.737 9.786
O -24.342 6.115 9.512
N -22.245 6.526 10.248
C -20.894 6.033 10.629
C -22.188 7.935 10.041
H -23.079 4.685 9.783
H -20.999 4.950 10.768
H -20.568 6.540 11.521
H -20.246 6.272 9.748
H -23.135 8.327 9.702
H -21.813 8.486 10.863
H -21.552 8.131 9.219
C -19.318 13.177 14.731
O -19.686 13.664 13.685
N -19.263 13.825 15.884
C -18.860 13.196 17.103
C -19.521 15.252 15.939
H -19.044 12.084 14.874
H -19.678 13.389 17.759
H -17.932 13.661 17.483
H -18.666 12.144 16.922
H -18.584 15.769 16.019
H -20.160 15.510 15.115
H -20.086 15.502 16.822
C -23.594 6.406 13.170
O -22.574 7.010 13.528
N -24.765 6.999 12.846
C -24.769 8.467 13.095
C -25.961 6.396 12.450
H -23.647 5.263 13.141
H -25.586 8.933 12.496
H -23.817 8.938 12.965
H -24.916 8.642 14.146
H -25.654 5.477 11.879
H -26.670 6.265 13.312
H -26.507 6.973 11.653
C -17.089 7.790 17.997
O -16.952 8.076 19.162
N -17.075 6.484 17.622
C -17.502 6.085 16.292
C -16.792 5.436 18.615
H -17.221 8.471 17.209
H -18.029 6.914 15.864
H -18.152 5.250 16.394
H -16.640 5.766 15.702
H -16.398 4.575 18.080
H -16.056 5.821 19.314
H -17.677 5.142 19.176
C -24.211 6.971 17.402
C -22.706 6.944 17.179
O -22.340 5.966 16.191
C -21.108 5.956 15.654
O -20.267 6.788 15.906
C -20.786 4.652 14.885
F -20.211 5.097 13.814
F -20.006 3.863 15.562
F -21.917 3.942 14.552
H -24.611 5.986 17.408
H -24.706 7.601 16.668
H -24.364 7.482 18.371
H -22.153 6.794 18.101
H -22.369 7.923 16.819
C -17.037 8.573 8.101
C -16.739 10.047 8.273
O -17.297 10.661 9.481
C -18.625 10.928 9.427
O -19.377 10.777 8.511
C -19.046 11.745 10.671
F -18.117 11.619 11.645
F -19.181 12.976 10.250
F -20.171 11.239 11.109
H -16.532 8.269 7.181
H -18.066 8.417 7.824
H -16.669 8.036 9.003
H -17.226 10.695 7.570
H -15.675 10.195 8.352
C -20.619 9.561 15.060
C -19.996 9.159 13.784
O -18.551 9.226 13.896
C -17.937 8.690 12.842
O -18.415 8.299 11.826
C -16.374 8.832 13.100
F -15.988 10.062 13.140
F -16.028 8.208 14.274
F -15.681 8.219 12.173
H -21.691 9.244 15.122
H -20.725 10.639 15.187
H -20.093 9.198 15.946
H -20.259 9.800 12.897
H -20.329 8.132 13.588
*
```

Values from the calculation:
electronic energy = -103525.5032 eV
frontier orbital gap = 9.3 eV
M = 1010.99 g/mol
LUMO level = 0.012 Eh



Computed, not measured: a molecular structure, C31H56N3O3P2Pb at a distorted geometry, with ωB97M-V with the def2-TZVPD basis set.

```
! RIJCOSX wB97M-V def2-TZVPD def2/J DEFGRID3
* xyz 3 1
C 2.050 -1.301 -0.900
C 1.453 0.810 -1.799
C 3.043 -1.487 -1.866
C 2.201 0.465 -2.967
C 3.052 -0.620 -2.954
H 3.725 -2.335 -1.802
H 2.104 1.084 -3.854
H 3.649 -0.858 -3.830
N 1.312 -0.181 -0.832
P 0.252 -2.697 0.923
P 0.239 2.690 -0.072
C 1.888 -2.417 0.165
H 2.213 -3.358 -0.300
H 2.616 -2.223 0.970
C -2.652 -0.110 3.183
O -3.324 -0.200 4.094
C 0.922 2.130 -1.631
H 0.888 2.784 -2.544
C -1.616 3.522 -0.198
C 1.730 3.936 0.242
C -0.643 -3.794 -0.394
C 0.651 -3.704 2.498
C -2.765 2.633 0.334
H -2.659 2.398 1.397
H -3.713 3.191 0.217
H -2.885 1.680 -0.200
C -1.677 4.847 0.563
H -1.522 4.682 1.636
H -0.937 5.571 0.211
H -2.674 5.301 0.426
C -1.885 3.711 -1.683
H -2.840 4.241 -1.841
H -1.097 4.235 -2.231
H -1.985 2.709 -2.100
C 1.601 4.612 1.621
H 1.705 3.860 2.426
H 2.416 5.351 1.746
H 0.641 5.140 1.736
C 3.072 3.148 0.209
H 3.032 2.247 0.856
H 3.338 2.849 -0.818
H 3.863 3.832 0.576
C 1.618 4.900 -0.954
H 1.812 4.370 -1.903
H 0.609 5.358 -0.986
H 2.371 5.706 -0.866
C -0.678 -4.212 3.090
H -0.471 -4.712 4.048
H -1.378 -3.386 3.289
H -1.178 -4.949 2.447
C 1.322 -2.759 3.508
H 2.282 -2.378 3.133
H 0.681 -1.914 3.789
H 1.533 -3.328 4.428
C 1.624 -4.865 2.245
H 2.558 -4.520 1.782
H 1.875 -5.309 3.222
H 1.194 -5.666 1.635
C -0.296 -3.289 -1.805
H 0.741 -3.523 -2.084
H -0.956 -3.782 -2.538
H -0.450 -2.205 -1.892
C -2.151 -3.603 -0.133
H -2.458 -2.567 -0.333
H -2.713 -4.264 -0.810
H -2.436 -3.872 0.894
C -0.278 -5.286 -0.296
H 0.800 -5.466 -0.422
H -0.625 -5.750 0.639
H -0.788 -5.818 -1.118
Pb -0.383 0.093 1.156
N -2.617 -0.546 -1.362
C -3.032 -0.641 -2.462
C -2.895 -0.243 -3.919
C -1.924 0.962 -4.005
C -2.165 -1.363 -4.629
C -4.233 0.161 -4.526
H -2.374 1.843 -3.538
H -0.974 0.724 -3.503
H -1.678 1.210 -5.055
H -2.591 -2.350 -4.399
H -2.157 -1.187 -5.713
H -1.121 -1.340 -4.299
H -4.158 0.352 -5.614
H -4.962 -0.633 -4.337
H -4.593 1.086 -4.035
N 1.784 1.064 5.815
C 2.470 1.324 4.498
C 1.492 0.803 3.457
O 0.339 0.471 3.888
O 1.847 0.727 2.241
H 0.761 0.928 5.598
H 1.962 1.849 6.454
H 2.178 0.210 6.238
H 2.640 2.404 4.367
H 3.439 0.803 4.460
*
```

Values from the calculation:
electronic energy = -67468.2265 eV
frontier orbital gap (spin up / spin down) = 4.7 / 6.7 eV
M = 787.95 g/mol
LUMO level (spin up / spin down) = -0.415 / -0.358 Eh



Computed, not measured: a single C7H7FN2 molecule at a distorted geometry, with ωB97M-V with the def2-TZVPD basis set.

```
! RIJCOSX wB97M-V def2-TZVPD def2/J DEFGRID3
* xyz 0 1
C 1.924 -0.206 -0.486
C 0.700 1.680 0.273
C 0.751 -0.854 -0.499
C -0.293 0.868 0.325
C -3.013 0.187 -0.254
C 2.095 1.124 0.126
C -1.421 -1.391 0.569
N -2.675 -1.022 -0.144
N -0.309 -0.518 0.275
F -4.148 0.586 -0.751
H 2.639 -0.699 -1.010
H 0.557 2.757 0.052
H 0.870 -1.753 -1.103
H 2.575 1.101 1.041
H 2.578 1.701 -0.534
H -1.745 -1.110 1.679
H -1.086 -2.452 0.443
*
```

Values from the calculation:
electronic energy = -13063.2257 eV
frontier orbital gap (spin up / spin down) = 7.1 / 8.0 eV
M = 138.15 g/mol
energy above the lowest of the compared OMol25 structures with the same formula, charge and spin = 510.0 kJ/mol
LUMO level (spin up / spin down) = -0.032 / -0.014 Eh



Computed, not measured: 2 unconnected molecules or ions with the total composition C6H13N at a distorted geometry, with ωB97M-V with the def2-TZVPD basis set.

```
! RIJCOSX wB97M-V def2-TZVPD def2/J DEFGRID3
* xyz -1 2
C 0.078 1.903 -1.103
C -1.106 1.051 -1.529
C -0.641 -0.157 -2.256
C -0.631 -1.429 -1.867
H 0.758 2.020 -1.956
H -0.183 2.903 -0.759
H 0.639 1.412 -0.305
H -1.729 1.656 -2.204
H -1.733 0.801 -0.671
H -0.051 0.033 -3.156
H -0.169 -2.163 -2.514
H -0.980 -1.752 -0.893
C 1.471 -1.059 1.748
C -0.262 -0.336 3.175
N 0.303 -0.236 1.965
H 1.323 -1.637 0.823
H 1.664 -1.752 2.578
H 2.350 -0.416 1.584
H -1.170 0.219 3.408
H 0.069 -1.064 3.932
*
```

Values from the calculation:
electronic energy = -7919.8792 eV
frontier orbital gap (spin up / spin down) = 2.8 / 7.0 eV
M = 99.18 g/mol
energy above the lowest of the compared OMol25 structures with the same formula, charge and spin = 142.1 kJ/mol
LUMO level (spin up / spin down) = 0.140 / 0.140 Eh



Computed, not measured: a molecular structure, C33H29Br2FN5O9PbSSe, with ωB97M-V with the def2-TZVPD basis set.

```
! RIJCOSX wB97M-V def2-TZVPD def2/J DEFGRID3
* xyz -1 1
Pb 0.364 2.533 1.704
Br -0.469 6.358 -4.516
C -0.282 5.396 -2.885
C 0.886 5.522 -2.151
C 0.972 4.775 -0.992
N -0.014 3.995 -0.556
C -1.135 3.876 -1.260
C -1.300 4.570 -2.467
C -2.170 2.932 -0.739
C -3.401 2.853 -1.377
C -4.228 1.783 -0.968
Br -5.787 1.418 -2.029
C -3.942 0.990 0.074
C -2.778 1.364 0.927
N -1.789 2.165 0.276
H 1.700 6.155 -2.469
H 1.875 4.762 -0.392
H -2.188 4.450 -3.066
H -3.698 3.498 -2.185
H -4.562 0.151 0.354
H -2.299 0.480 1.348
O -3.310 2.159 4.512
S -2.407 2.241 3.395
O -3.355 2.048 2.108
O -1.754 3.538 3.229
O -1.431 1.149 3.291
F -1.547 -2.278 -2.829
C -0.817 -2.570 -1.731
C -0.244 -1.564 -0.998
C 0.542 -1.871 0.106
C 1.069 -0.725 0.901
O 0.696 0.381 0.543
C 1.921 -1.088 2.005
C 2.102 -2.400 2.259
N 1.518 -3.457 1.597
C 1.775 -4.803 2.026
C 1.709 -5.100 3.491
C 0.630 -5.611 2.582
C 0.756 -3.206 0.483
C 0.166 -4.223 -0.272
C -0.627 -3.891 -1.358
N -1.230 -5.022 -2.078
C -0.333 -5.624 -3.116
C -0.857 -7.040 -3.438
N -2.132 -7.213 -2.753
C -3.094 -6.200 -3.166
C -2.596 -4.823 -2.670
C 2.642 -0.107 2.987
O 3.527 -0.646 3.665
O 2.216 1.063 3.000
H -0.407 -0.520 -1.245
H 2.764 -2.653 3.078
H 2.525 -5.330 1.444
H 1.456 -4.278 4.145
H 2.430 -5.799 3.888
H -0.329 -5.114 2.639
H 0.601 -6.669 2.357
H 0.295 -5.261 0.011
H 0.678 -5.623 -2.719
H -0.370 -4.952 -3.972
H -0.160 -7.790 -3.069
H -0.934 -7.156 -4.526
H -1.384 -5.765 -1.388
H -2.495 -8.147 -2.866
H -4.061 -6.424 -2.720
H -3.226 -6.167 -4.254
H -3.220 -4.393 -1.889
H -2.508 -4.106 -3.475
Se 3.293 4.109 2.440
C 3.363 5.957 1.928
C 4.127 6.360 0.835
C 4.183 7.700 0.483
C 3.498 8.654 1.225
C 2.741 8.254 2.315
C 2.662 6.912 2.659
H 4.658 5.614 0.258
H 4.773 8.002 -0.375
H 3.548 9.700 0.948
H 2.186 8.985 2.891
H 2.034 6.602 3.487
O 3.550 3.451 0.788
O 2.439 2.702 0.282
*
```

Values from the calculation:
electronic energy = -284797.5917 eV
frontier orbital gap = 4.3 eV
M = 1136.65 g/mol
energy above the lowest of the compared OMol25 structures with the same formula, charge and spin = 0.0 kJ/mol
LUMO level = 0.016 Eh



Computed, not measured: 2 unconnected molecules or ions with the total composition C5H10O, with ωB97M-V with the def2-TZVPD basis set.

```
! RIJCOSX wB97M-V def2-TZVPD def2/J DEFGRID3
* xyz 0 1
C -0.009 -0.719 -1.719
C 0.930 -0.661 -0.513
C 0.435 -1.549 0.597
O 0.984 -1.305 1.929
C -0.274 -1.026 1.808
C -0.922 2.135 0.910
H -0.165 -1.750 -2.056
H 0.405 -0.155 -2.560
H -0.989 -0.297 -1.472
H 1.941 -0.976 -0.804
H 1.009 0.368 -0.146
H 0.343 -2.613 0.382
H -1.113 1.220 1.479
H -1.091 1.949 -0.156
H 0.113 2.454 1.069
H -1.598 2.924 1.252
*
```

Values from the calculation:
electronic energy = -7391.2086 eV
frontier orbital gap = 10.2 eV
M = 86.13 g/mol
energy above the lowest of the compared OMol25 structures with the same formula, charge and spin = 343.2 kJ/mol
LUMO level = 0.026 Eh